Record 1
The following is a quantum chemistry calculation of C4H9IS in the gas phase, from the OMol25 dataset.

Structure (XYZ):
```
15
C4H9IS, DFT ωB97M-V/def2-TZVPD
C -0.955 1.088 -0.661
C -0.713 -1.429 -0.575
C 0.760 0.089 1.004
C -0.574 -0.150 0.260
S 2.370 -0.375 -0.272
I 4.156 0.575 0.938
H -0.794 1.963 0.061
H -0.473 1.399 -1.583
H -2.059 1.211 -0.753
H 0.022 -1.276 -1.389
H -1.727 -1.459 -0.969
H -0.306 -2.355 -0.150
H 0.970 1.181 1.099
H 0.711 -0.486 1.920
H -1.389 0.026 1.071
```

Calculated values
- net charge = 0
- SMILES string = CC(C)CSI
- energy relative to the best compared isomer or geometry (same formula, charge and spin) (eV) = 0.3574
- E_tot (eV) = -23228.819

---

Record 2
The following is a quantum chemistry calculation of a molecular structure, C45H40N5P2RuTe, from the OMol25 dataset.

Structure (XYZ):
```
94
C45H40N5P2RuTe, DFT ωB97M-V/def2-TZVPD
Ru -0.968 0.528 0.734
Te 2.416 -1.930 1.243
C 3.776 -3.137 0.063
C 4.536 -2.596 -0.960
C 5.504 -3.413 -1.541
N 5.690 -4.638 -1.128
C 4.975 -5.174 -0.178
C 3.979 -4.444 0.469
C 1.219 -1.199 -0.363
P 1.038 0.606 -0.538
C 1.024 0.808 -2.339
C -0.034 1.500 -2.921
C -0.069 1.685 -4.291
C 0.925 1.133 -5.085
C 1.962 0.411 -4.508
C 2.020 0.250 -3.136
C 2.555 1.281 0.183
C 2.610 1.264 1.584
C 3.724 1.752 2.245
C 4.792 2.256 1.511
C 4.741 2.267 0.125
C 3.623 1.791 -0.546
P -0.528 -1.634 -0.187
C -1.186 -1.473 -1.875
C -0.515 -1.937 -3.003
C -1.081 -1.723 -4.248
C -2.296 -1.061 -4.369
C -2.967 -0.611 -3.242
C -2.409 -0.810 -1.992
C -0.489 -3.374 0.317
C 0.472 -4.200 -0.272
C 0.621 -5.495 0.187
C -0.136 -5.944 1.261
C -1.097 -5.126 1.834
C -1.297 -3.845 1.345
H 4.415 -1.572 -1.282
H 6.145 -3.052 -2.332
H 5.190 -6.195 0.101
H 3.400 -4.886 1.265
H -0.833 1.869 -2.290
H -0.868 2.257 -4.738
H 0.886 1.268 -6.155
H 2.731 -0.016 -5.135
H 2.820 -0.314 -2.680
H 1.737 0.916 2.147
H 3.756 1.756 3.324
H 5.657 2.651 2.023
H 5.574 2.660 -0.441
H 3.589 1.817 -1.626
H 0.433 -2.449 -2.902
H -0.574 -2.078 -5.131
H -2.733 -0.909 -5.343
H -3.923 -0.119 -3.339
H -2.919 -0.491 -1.081
H 1.058 -3.834 -1.106
H 1.327 -6.153 -0.298
H 0.017 -6.940 1.642
H -1.685 -5.488 2.665
H -2.072 -3.213 1.758
C -3.829 3.946 -0.575
C -4.966 3.631 0.155
C -4.998 2.436 0.855
C -3.887 1.594 0.827
N -2.798 1.902 0.100
C -2.776 3.046 -0.573
C -3.805 0.383 1.659
C -4.927 -0.234 2.217
C -4.757 -1.262 3.128
C -3.467 -1.651 3.467
C -2.406 -1.046 2.818
N -2.563 -0.065 1.925
H -3.748 4.869 -1.128
H -5.807 4.306 0.190
H -5.859 2.183 1.449
H -1.875 3.256 -1.139
H -5.920 0.084 1.943
H -5.612 -1.744 3.577
H -3.283 -2.423 4.196
H -1.382 -1.340 3.038
C 1.008 5.660 1.249
C 0.328 4.459 1.764
C -0.196 4.189 3.015
C -0.668 2.875 2.977
N -0.460 2.361 1.756
N 0.144 3.340 1.035
C -1.274 2.142 4.113
H 0.765 6.523 1.862
H 0.741 5.862 0.215
H 2.088 5.526 1.299
H -0.233 4.849 3.855
H 0.425 3.189 0.074
H -0.551 2.070 4.926
H -1.577 1.140 3.820
H -2.135 2.694 4.488
```

Calculated values
- spin multiplicity = 5
- net charge = +3
- energy relative to the best compared isomer or geometry (same formula, charge and spin) (eV) = 1.0213
- E_tot (eV) = -83191.823
- ⟨S²⟩ = 6.02

---

Record 3
The following is a quantum chemistry calculation of a molecular structure, C13H24N4NiO5S2, from the OMol25 dataset.

Structure (XYZ):
```
49
C13H24N4NiO5S2, DFT ωB97M-V/def2-TZVPD
O -0.045 3.962 0.074
H -0.432 4.713 0.550
Ni -1.194 0.346 -0.400
N -1.650 -0.383 -2.150
N 0.300 -0.827 -0.825
O -2.578 0.231 -3.022
O 1.534 -0.516 -0.313
C -0.827 -1.213 -2.805
C 0.325 -1.484 -2.017
C -1.012 -1.629 -4.220
C 1.506 -2.243 -2.473
H -1.762 -1.023 -4.737
H -1.323 -2.677 -4.342
H -0.061 -1.558 -4.760
H 2.240 -2.349 -1.666
H 2.003 -1.728 -3.311
H 1.230 -3.256 -2.806
H -3.415 0.360 -2.558
H 1.376 -0.506 0.744
O -1.093 -2.508 1.021
H -2.010 -2.597 0.717
H -0.623 -2.054 0.271
C 1.250 4.307 -0.392
H 1.220 5.115 -1.125
H 1.572 3.368 -0.892
H 1.989 4.511 0.398
O -2.029 1.914 -1.039
H -1.632 2.761 -0.757
H -1.928 1.794 -2.030
C 0.515 3.044 2.651
C -0.458 2.498 1.694
N -0.321 1.236 1.224
C -0.859 0.463 2.273
C -1.943 1.083 2.919
S -2.099 2.704 2.330
C -0.025 -0.566 2.795
C -0.111 -1.185 4.034
S 1.329 -2.044 4.427
C 2.010 -1.527 2.895
N 1.204 -0.783 2.179
C 3.412 -1.876 2.573
H 0.209 4.056 2.906
H 0.545 2.486 3.602
H 1.528 3.064 2.249
H -2.537 0.626 3.701
H -0.992 -1.111 4.673
H 3.719 -1.383 1.649
H 4.071 -1.559 3.395
H 3.502 -2.965 2.462
```

Calculated values
- spin multiplicity = 3
- net charge = 0
- E_tot (eV) = -92773.966
- ⟨S²⟩ = 2.38